69
Properties=species:S:1:pos:R:3:forces:R:3 method="wB97M-V/def2-TZVPD" relative_energy_kj_mol=28.50 lumo_ev="-13.83 / -13.76" total_charge=+4 multiplicity=2 total_energy_ev=-91626.5585 homo_energy_ev="-19.08 / -19.08" s_squared=0.7575
H 2.855 0.757 -1.544 0.00 0.00 0.00
H -0.251 2.948 2.345 0.00 0.00 0.00
C -0.268 3.256 -1.075 0.00 0.00 0.01
H 2.307 -2.952 -5.673 0.00 0.00 0.00
H -0.826 5.038 -2.118 0.00 0.00 0.00
H 4.707 2.548 2.306 0.00 0.00 0.00
C 4.299 1.965 1.485 -0.01 0.01 0.01
H -0.972 5.278 2.161 0.00 0.00 0.00
H 2.278 2.302 2.159 0.00 0.00 0.00
C -4.419 1.954 0.691 0.00 0.00 0.00
C -0.240 0.085 1.643 0.00 0.00 0.01
H -3.144 -1.076 -1.365 0.00 0.00 0.00
C 1.551 -2.270 -3.777 0.00 0.00 0.00
H 5.288 0.267 -1.234 0.00 0.00 0.00
C -1.700 -3.437 4.286 0.00 0.00 0.00
C -2.923 0.090 0.443 0.00 -0.01 -0.01
C 2.541 -2.593 -4.678 0.00 0.00 0.00
H 4.046 -2.686 0.202 0.01 0.01 0.01
O -1.039 -1.852 -0.015 0.04 0.03 -0.03
O -0.591 -2.088 -2.863 0.00 -0.01 0.00
H -0.994 -4.006 4.875 0.00 0.00 0.00
C -3.482 -0.216 -0.801 0.00 0.00 0.00
H -3.402 -4.119 5.400 0.00 0.00 0.00
C 4.632 0.693 -0.482 -0.03 0.00 0.01
H -1.258 6.325 -0.057 0.00 0.00 0.00
C 3.863 -2.465 -4.236 0.00 0.00 0.00
C 3.194 0.360 -0.570 0.01 0.00 0.00
C -1.259 -2.649 3.246 0.00 0.00 0.00
O 4.052 -1.716 0.151 -0.01 -0.01 -0.02
C 4.145 -2.030 -2.942 0.00 0.01 0.01
C 5.158 1.477 0.504 0.02 0.00 -0.02
H -1.399 -2.852 -5.007 0.00 0.00 0.00
H -4.802 2.783 1.270 0.00 0.00 0.00
H 4.676 -2.727 -4.902 0.00 0.00 0.00
C 0.072 -2.380 -3.890 0.00 0.00 0.01
C -0.772 4.708 1.265 0.00 0.00 0.00
C -3.565 -1.988 2.784 0.00 0.00 0.00
C -0.688 4.572 -1.151 0.00 0.00 0.00
C 3.079 -1.718 -2.111 -0.01 0.00 0.00
C 2.326 1.012 0.463 0.01 0.01 0.01
H -5.781 2.260 -0.936 0.00 0.00 0.00
H 0.506 -0.575 2.093 0.00 0.00 0.00
C -3.063 -3.500 4.580 0.00 0.00 0.00
H -0.086 2.693 -1.981 0.00 0.00 0.00
P 0.491 1.027 0.277 0.01 -0.02 0.01
C -3.396 1.173 1.197 0.00 0.00 0.01
N 1.834 -1.841 -2.545 0.01 0.00 0.01
H 5.169 -1.969 -2.594 0.00 0.00 0.00
O 0.245 0.281 -1.096 0.00 -0.03 0.01
C -0.363 3.391 1.362 0.00 0.00 0.00
O 1.778 -1.615 -0.176 0.07 0.01 0.04
C -4.508 0.575 -1.294 0.00 0.00 0.00
C -2.195 -1.918 2.493 0.00 0.00 0.00
H 6.218 1.692 0.544 0.00 0.00 0.00
C 3.066 -1.228 -0.655 0.01 -0.02 0.00
H -4.961 0.341 -2.248 0.00 0.00 0.00
C -0.111 2.664 0.187 0.00 -0.01 -0.01
H -5.043 -2.845 4.071 0.00 0.00 0.00
P -1.686 -0.945 1.143 -0.01 0.00 0.02
H -0.199 -2.615 3.016 0.00 0.00 0.00
O -0.423 -2.771 -4.996 0.00 0.00 0.00
C -0.934 5.294 0.012 0.00 0.00 0.00
H -2.998 1.389 2.182 0.00 0.00 0.00
H -0.581 0.784 2.412 0.00 0.00 0.00
V 0.310 -1.554 -1.149 -0.10 0.01 -0.04
C -3.990 -2.783 3.835 0.00 0.00 0.00
C -4.971 1.655 -0.552 0.00 0.00 0.00
C 2.882 1.774 1.430 0.00 -0.01 -0.01
H -4.287 -1.431 2.202 0.00 0.00 0.00